Record 1
The following is a DFT calculation (ωB97M-V/def2-TZVPD) of a 5-piece molecular cluster, C30H55Br4F3N5O6S overall.

XYZ file:
```
104
C30H55Br4F3N5O6S | OMol25 | ωB97M-V/def2-TZVPD
C -1.869 -2.560 2.533
C -1.942 -1.383 2.750
C -2.130 0.051 2.989
C -0.918 0.952 2.630
C -1.325 2.093 1.680
C -0.935 1.894 0.193
C -1.180 0.476 -0.356
C -0.058 -0.029 -1.290
Br 0.321 1.206 -2.764
C 1.275 -0.436 -0.658
C 2.160 0.676 -0.091
Br 1.014 -1.784 0.705
C -2.511 0.417 -1.158
C -3.088 -1.027 -1.096
C -3.247 -1.624 -2.498
C -3.517 -3.125 -2.414
F -4.172 -3.449 -1.265
Br -1.810 -4.078 -2.378
C -4.354 -3.646 -3.596
F -4.516 -4.961 -3.545
F -5.555 -3.053 -3.564
Br -3.516 -3.205 -5.307
C -3.578 1.331 -0.581
N -3.150 2.792 -0.560
C -1.673 2.919 -0.664
S -1.236 4.618 -0.211
C -1.247 5.573 -1.695
O -2.254 5.095 0.701
O 0.104 4.593 0.312
H -1.743 -3.519 2.087
H -3.025 0.335 2.432
H -2.372 0.162 4.047
H -0.598 1.422 3.558
H -0.068 0.382 2.263
H -0.849 3.012 2.018
H -2.396 2.264 1.816
H 0.111 2.183 0.114
H -1.302 -0.259 0.437
H -0.443 -0.919 -1.789
H 1.848 -0.927 -1.442
H 2.088 1.601 -0.660
H 3.194 0.341 -0.148
H 1.968 0.874 0.963
H -2.349 0.631 -2.215
H -4.041 -1.029 -0.566
H -2.426 -1.678 -0.522
H -4.063 -1.133 -3.029
H -2.308 -1.477 -3.023
H -3.870 1.044 0.425
H -4.463 1.284 -1.213
H -3.593 3.234 -1.374
H -3.522 3.243 0.278
H -1.416 2.825 -1.718
H -2.158 5.353 -2.253
H -1.191 6.615 -1.397
H -0.386 5.267 -2.285
C -7.660 3.593 -2.363
C -6.381 4.239 -1.902
O -5.279 3.779 -2.226
N -6.467 5.335 -1.131
C -7.667 6.011 -0.659
H -7.412 2.730 -2.973
H -8.253 3.264 -1.510
H -8.248 4.288 -2.961
H -5.575 5.723 -0.862
H -7.677 7.039 -1.019
H -7.679 6.026 0.431
H -8.558 5.506 -1.014
C 6.273 -3.071 0.456
C 4.891 -2.579 0.111
O 4.543 -1.417 0.290
N 4.022 -3.476 -0.415
C 4.253 -4.876 -0.715
H 6.841 -2.239 0.863
H 6.223 -3.869 1.199
H 6.782 -3.443 -0.434
H 3.116 -3.073 -0.599
H 4.088 -5.063 -1.778
H 3.564 -5.493 -0.139
H 5.265 -5.158 -0.455
C 2.537 4.821 1.793
C 3.393 4.394 2.964
O 2.894 3.933 3.978
N 4.739 4.533 2.852
C 5.497 5.054 1.731
H 1.506 4.643 2.059
H 2.668 5.883 1.579
H 2.782 4.241 0.902
H 5.245 4.226 3.668
H 6.189 4.296 1.360
H 6.078 5.925 2.041
H 4.835 5.347 0.924
C 7.325 -7.854 2.085
C 5.911 -7.469 1.721
O 5.498 -6.326 1.852
N 5.101 -8.447 1.240
C 5.414 -9.847 1.019
H 7.836 -6.969 2.451
H 7.331 -8.612 2.868
H 7.860 -8.235 1.214
H 4.171 -8.128 1.020
H 5.275 -10.102 -0.032
H 4.754 -10.478 1.616
H 6.441 -10.058 1.296
```

Net charge: +1
Calculated total energy (eV): -350889.869

Löwdin population analysis, charges in e, atoms 1 to 2: 0.084 -0.167



Record 2
The following is a DFT calculation (ωB97M-V/def2-TZVPD) of a 2-piece molecular cluster, CH3N2O2 overall.

XYZ file:
```
8
CH3N2O2 | OMol25 | ωB97M-V/def2-TZVPD
C 0.318 0.090 -1.346
N -0.528 -0.735 0.419
N -0.279 -0.047 1.448
O -0.890 -0.491 2.457
O 0.407 0.974 1.527
H 0.913 0.786 -0.864
H -0.599 0.192 -1.802
H 0.659 -0.768 -1.839
```

Energy relative to the best compared isomer or geometry (same formula, charge and spin) (kcal per mole): 131.7
Net charge: -1

Löwdin population analysis, charges in e, atoms 1 to 2: 0.029 0.068



Record 3
The following is a DFT calculation (ωB97M-V/def2-TZVPD) of C7H9N as an isolated structure.

XYZ file:
```
17
C7H9N | OMol25 | ωB97M-V/def2-TZVPD
C -1.081 -1.753 -0.431
C -0.684 -0.349 -0.064
C 0.548 0.141 -0.621
N -0.986 1.526 1.402
C -1.433 0.385 0.834
C 0.885 0.261 -1.904
C 1.477 0.890 0.404
C 2.613 0.745 0.824
H -1.439 1.726 2.285
H 0.287 1.604 1.155
H -2.232 -0.140 1.355
H -1.164 -1.861 -1.513
H -2.036 -2.018 0.019
H -0.335 -2.475 -0.092
H 0.160 0.079 -2.684
H 1.848 0.645 -2.200
H 3.574 0.594 1.233
```

Energy relative to the best compared isomer or geometry (same formula, charge and spin) (kcal per mole): 120.2

Löwdin population analysis, charges in e, atoms 1 to 2: -0.071 -0.303



- What is the formula in the first record?
  C30H55Br4F3N5O6S